## one
Here is C4H10N2O2S in the gas phase from OMol25. Energies are from wB97M-V/def2-TZVPD.

Geometry as XYZ:
```
19
Properties=species:S:1:pos:R:3:nbo_charge:R:1
C -0.53818 0.62509 1.66953 0.611
C 0.82789 0.92562 2.42168 -0.697
C 1.16667 -1.86868 -1.09685 -0.428
C -1.43262 0.40142 -2.06396 -0.779
N -1.55093 0.15348 2.26649 -0.627
N 0.49249 -0.88052 -0.20078 -0.936
O -0.45901 1.10671 0.41665 -0.748
O 1.04117 1.32516 -1.46385 -0.916
S 0.06350 0.45672 -0.87137 2.207
H 0.84860 0.45969 3.38397 0.228
H 1.77657 0.59622 1.98735 0.239
H 1.02898 1.93293 2.69089 0.229
H 1.82241 -1.33021 -1.74470 0.190
H 1.71625 -2.59052 -0.51497 0.209
H 0.39032 -2.36214 -1.59981 0.179
H -1.23878 1.03420 -2.84630 0.238
H -1.28069 -0.55297 -2.47353 0.226
H -2.33371 0.48662 -1.59814 0.231
H -2.34091 0.08118 1.63770 0.342
```

Calculated values
- HOMO level: -9.285 eV
- Frontier orbital gap: 9.87 eV
- Lowest unoccupied orbital energy: 0.584 eV
- Charge: 0

## two
Here is a molecular structure, C4H10N2O2S from OMol25. Energies are from wB97M-V/def2-TZVPD.

Geometry as XYZ:
```
19
Properties=species:S:1:pos:R:3:nbo_charge:R:1
C 0.46832 -1.70808 0.78706 0.735
C 1.20428 0.33410 -1.57590 -0.620
C 0.49153 -0.25449 0.75078 -0.398
C 0.13189 0.62488 -0.45646 -0.103
N -2.53188 -0.49283 0.83757 -1.034
N 0.06030 2.01534 -0.02808 -0.837
O -0.40847 -2.28065 -0.17522 -0.723
O 1.13036 -2.32749 1.55893 -0.566
S -1.52740 0.02801 1.93997 0.748
H 2.22156 0.47160 -1.21007 0.205
H 1.10789 -0.63451 -1.97855 0.215
H 1.12336 0.98679 -2.43197 0.209
H 1.35832 0.03906 1.38258 0.235
H -0.79210 0.27215 -0.97342 0.210
H -2.79029 -1.40889 1.10850 0.355
H -0.89670 -1.64564 -0.75702 0.497
H -1.12550 1.14757 1.43411 0.131
H -0.11529 2.58906 -0.75295 0.371
H 0.88983 2.24403 0.54017 0.371
```

Calculated values
- HOMO level (alpha / beta): -8.377 / -8.378 eV
- Frontier orbital gap (alpha / beta): 7.90 / 7.90 eV
- Lowest unoccupied orbital energy (alpha / beta): -0.478 / -0.478 eV
- Charge: 0

## three
Here is C4H10N2O2S in the gas phase from OMol25. Energies are from wB97M-V/def2-TZVPD.

Geometry as XYZ:
```
19
Properties=species:S:1:pos:R:3:nbo_charge:R:1
C 0.52623 -0.15369 0.56904 0.277
C -1.34930 0.03279 2.31066 -0.625
C 2.31887 0.25300 -1.02089 -0.426
C -0.81963 -0.66735 1.02856 -0.520
N -1.36817 0.77721 -1.04736 -1.225
N 0.94050 -0.04833 -0.61625 -0.498
O 0.32203 0.45628 -2.99637 -0.955
O -0.75783 -1.49734 -1.90308 -0.925
S -0.46847 -0.11172 -1.87362 2.386
H 1.32487 0.15716 1.36709 0.182
H -0.59885 0.48215 2.90365 0.207
H -2.08922 -0.59411 2.89217 0.231
H -2.21270 0.78441 1.99483 0.228
H 2.96907 0.57386 -0.24673 0.205
H 2.68836 -0.77733 -1.28154 0.226
H 2.18228 0.98949 -1.82648 0.261
H -1.63640 -0.56184 0.21782 0.322
H -0.44593 -1.76381 1.09118 0.244
H -1.52571 1.66917 -1.56268 0.405
```

Calculated values
- HOMO level: -9.582 eV
- Frontier orbital gap: 9.96 eV
- Lowest unoccupied orbital energy: 0.379 eV
- Charge: 0

Name the least stable of them. one.

## one
Here is ClHNO2P in the gas phase from OMol25. Energies are from wB97M-V/def2-TZVPD.

Geometry as XYZ:
```
6
Properties=species:S:1:pos:R:3:nbo_charge:R:1
N 1.62203 -0.81485 -0.50792 0.247
O 0.82309 -1.12495 -1.51368 -0.410
O 2.73456 -1.31209 -0.34271 -0.300
P 0.81467 0.44718 0.49519 0.752
Cl 0.88103 -0.35587 2.40660 -0.272
H -0.45278 -0.06866 0.35447 -0.017
```

Calculated values
- HOMO level: -10.736 eV
- Frontier orbital gap: 9.61 eV
- Lowest unoccupied orbital energy: -1.129 eV
- Charge: 0

## two
Here is 2 unconnected molecules or ions with the total composition ClHNO2P from OMol25. Energies are from wB97M-V/def2-TZVPD.

Geometry as XYZ:
```
6
Properties=species:S:1:pos:R:3:nbo_charge:R:1
N -0.19211 0.55772 -0.80072 0.009
O 0.99208 0.24910 -0.97052 -0.283
O -1.75815 -0.72861 -1.34165 -0.940
P -3.23415 -0.62029 -1.22804 1.300
Cl -3.37470 0.39071 0.49279 -0.331
H -0.53627 0.67410 0.27703 0.245
```

Calculated values
- HOMO level (alpha / beta): -8.731 / -8.730 eV
- Frontier orbital gap (alpha / beta): 7.38 / 7.38 eV
- Lowest unoccupied orbital energy (alpha / beta): -1.355 / -1.354 eV
- Charge: 0

Name the least stable of them. one.

## one
Here is C3H6Cl2O in the gas phase from OMol25. Energies are from wB97M-V/def2-TZVPD.

Geometry as XYZ:
```
12
Properties=species:S:1:pos:R:3:nbo_charge:R:1
C -0.08422 0.82026 -0.36975 0.078
C 1.35085 0.79077 0.20431 -0.395
C -0.58382 -0.57636 0.17778 -0.436
H -1.78709 1.84636 -0.16132 0.493
H 0.01802 0.75875 -1.43090 0.164
H 1.26912 1.06974 1.28062 0.221
H 1.84650 1.66354 -0.11432 0.224
H -0.07448 -1.28903 -0.42389 0.226
H -0.08971 -0.56961 1.22693 0.220
O -0.81044 1.96556 0.07090 -0.715
Cl 2.36535 -0.69264 -0.05927 -0.049
Cl -2.29451 -0.80220 -0.00064 -0.032
```

Calculated values
- HOMO level: -10.493 eV
- Frontier orbital gap: 11.25 eV
- Lowest unoccupied orbital energy: 0.758 eV
- Charge: 0

## two
Here is 2 unconnected molecules or ions with the total composition C3H6Cl2O from OMol25. Energies are from wB97M-V/def2-TZVPD.

Geometry as XYZ:
```
12
Properties=species:S:1:pos:R:3:nbo_charge:R:1
C -0.13612 -0.41267 -1.13193 -0.118
C 0.08368 0.53470 0.18495 -0.459
C -0.09451 -0.07975 1.66908 -0.209
H 1.72880 -0.34843 -2.64856 0.336
H 0.27437 -1.61928 -1.08329 0.198
H -1.35752 -0.32044 -1.14317 0.198
H 1.06396 1.02831 0.08183 0.225
H -0.75784 1.32322 0.01762 0.224
H 0.83493 -0.76416 1.81991 0.233
O 0.11984 0.43591 -2.33458 -0.573
Cl -1.59183 -1.08830 1.71977 -0.030
Cl -0.16777 1.31089 2.84837 -0.025
```

Calculated values
- HOMO level: -10.239 eV
- Frontier orbital gap: 8.10 eV
- Lowest unoccupied orbital energy: -2.141 eV
- Charge: 0

Name the least stable of them. two.

## one
Here is 2 unconnected molecules or ions with the total composition C2H8OS from OMol25. Energies are from wB97M-V/def2-TZVPD.

Geometry as XYZ:
```
12
Properties=species:S:1:pos:R:3:nbo_charge:R:1
C -0.92048 0.17732 0.07546 -0.618
C -0.93720 -1.00995 1.01621 -0.518
S -2.11970 -0.92627 2.39116 -0.038
H -1.89353 0.54702 -0.23938 0.217
H -0.41437 -0.04541 -0.86542 0.212
H -0.36743 0.95099 0.61362 0.203
H -1.24237 -1.90309 0.46045 0.216
H 0.07636 -1.24150 1.33242 0.211
H -1.59410 0.12289 3.04676 0.114
H 4.25810 2.42755 -4.71342 0.464
H 5.66203 2.34404 -4.27597 0.463
O 5.12068 2.11612 -5.01360 -0.927
```

Calculated values
- HOMO level: -9.135 eV
- Frontier orbital gap: 10.06 eV
- Lowest unoccupied orbital energy: 0.927 eV
- Charge: 0

## two
Here is 2 unconnected molecules or ions with the total composition C2H8OS from OMol25. Energies are from wB97M-V/def2-TZVPD.

Geometry as XYZ:
```
12
Properties=species:S:1:pos:R:3:nbo_charge:R:1
C -2.63180 -3.50550 1.68913 -0.698
S -3.00783 -2.36502 0.25575 -0.081
H -2.36148 -2.89373 2.53892 0.226
H -3.50669 -4.13635 1.69166 0.225
H -1.75276 -4.09687 1.44263 0.211
H -3.83059 -3.15624 -0.42057 0.116
C 3.87937 4.62413 -1.29905 -0.252
O 4.59970 3.51977 -0.71965 -0.735
H 4.35002 4.92725 -2.22975 0.170
H 2.85870 4.24977 -1.36126 0.168
H 3.80683 5.44163 -0.58732 0.184
H 4.68276 2.80051 -1.37097 0.464
```

Calculated values
- HOMO level: -9.052 eV
- Frontier orbital gap: 10.10 eV
- Lowest unoccupied orbital energy: 1.049 eV
- Charge: 0

Name the least stable of them. two.